Record 1
150
Properties=species:S:1:pos:R:3:forces:R:3:lowdin_charge:R:1 method="wB97M-V/def2-TZVPD" total_energy_ev=-67533.3478 smiles=CC1(C)CCCC(C)(C)N1O.CC1(C)CCCC(C)(C)N1O.CC(C)O.CC(C)O.CC(C)O.CC(C)O.CC(C)O.CC(C)O.CC(C)O.O.O gap_ev=8.60 largest_force_ev_per_a=1.8
C -9.894 -22.725 27.661 0.56 0.69 -1.46 -0.04
C -11.173 -23.516 27.859 -0.20 -0.07 0.52 -0.51
C -11.209 -23.943 29.332 -0.05 -0.42 0.59 -0.14
C -12.572 -24.386 29.864 -0.08 0.66 0.08 -0.18
C -13.605 -23.310 29.551 0.00 -0.04 -0.34 -0.14
C -13.647 -22.928 28.054 -0.34 -0.30 0.87 -0.51
N -12.289 -22.572 27.663 0.26 0.49 0.37 -0.08
O -12.274 -22.081 26.329 -0.20 -0.29 -0.02 -0.05
C -14.304 -24.050 27.251 -0.82 0.22 -1.01 -0.02
C -14.530 -21.682 27.945 0.32 -0.14 -0.52 -0.04
C -11.214 -24.741 26.940 0.27 0.00 -0.62 -0.02
H -9.754 -21.941 28.403 0.03 -0.24 0.29 0.08
H -9.905 -22.189 26.701 -0.37 -0.10 0.10 0.08
H -8.998 -23.335 27.524 -0.09 -0.24 0.70 0.08
H -10.472 -24.724 29.551 0.02 -0.08 -0.46 0.12
H -10.880 -23.124 29.979 -0.13 0.28 -0.27 0.12
H -12.466 -24.432 30.951 -0.16 -0.40 -0.02 0.11
H -12.936 -25.346 29.494 0.30 -0.10 -0.04 0.11
H -13.383 -22.402 30.120 0.05 -0.03 0.04 0.12
H -14.607 -23.648 29.826 0.00 0.08 0.09 0.12
H -13.767 -24.990 27.206 0.07 0.02 0.13 0.06
H -15.333 -24.249 27.574 0.23 -0.03 0.52 0.09
H -14.494 -23.710 26.224 0.52 -0.06 -0.03 0.09
H -14.484 -21.306 26.921 -0.22 -0.01 0.09 0.05
H -15.559 -21.949 28.170 -0.04 0.09 0.06 0.06
H -14.189 -20.884 28.606 0.02 -0.07 0.11 0.09
H -11.804 -25.565 27.337 0.08 -0.01 0.13 0.07
H -10.196 -25.089 26.748 -0.05 -0.18 0.22 0.08
H -11.613 -24.497 25.953 -0.09 0.17 0.11 0.09
H -12.263 -21.123 26.467 0.25 0.16 -0.23 0.06
C -13.994 -20.035 24.134 0.16 -0.33 0.01 -0.01
C -12.821 -19.017 24.029 -0.11 -0.95 0.53 -0.50
C -13.113 -17.875 23.075 -0.46 0.66 -0.22 -0.14
C -14.267 -17.015 23.570 -0.02 0.32 0.57 -0.17
C -13.950 -16.406 24.943 0.20 -0.12 0.03 -0.12
C -13.352 -17.395 25.984 -0.90 -0.13 -0.26 -0.50
N -12.516 -18.383 25.310 1.19 1.25 -0.63 -0.11
O -11.791 -19.187 26.209 -0.57 -0.50 0.27 -0.03
C -12.505 -16.628 26.988 0.03 0.13 0.20 -0.04
C -14.564 -18.041 26.684 -0.03 -0.09 0.61 -0.03
C -11.591 -19.789 23.535 0.07 0.30 -0.20 -0.03
H -14.944 -19.655 23.761 0.01 0.10 0.19 0.06
H -14.092 -20.362 25.170 -0.20 0.19 -0.05 0.05
H -13.795 -20.963 23.594 0.11 0.15 -0.21 0.09
H -12.246 -17.209 23.028 0.19 -0.25 -0.05 0.13
H -13.320 -18.219 22.059 0.05 -0.26 0.07 0.13
H -15.201 -17.576 23.647 0.01 -0.06 -0.19 0.10
H -14.437 -16.168 22.902 -0.12 -0.19 -0.21 0.11
H -14.874 -16.024 25.380 0.00 0.09 0.00 0.12
H -13.303 -15.533 24.816 0.24 -0.20 -0.02 0.12
H -12.137 -17.320 27.745 0.07 0.16 0.12 0.08
H -11.663 -16.113 26.519 0.07 -0.26 -0.17 0.09
H -13.082 -15.838 27.473 -0.20 -0.18 0.03 0.09
H -15.276 -18.429 25.958 -0.05 -0.03 -0.02 0.07
H -14.304 -18.849 27.375 0.26 -0.05 -0.24 0.07
H -15.095 -17.308 27.297 -0.01 0.15 -0.17 0.08
H -11.222 -20.561 24.209 -0.27 0.01 0.16 0.07
H -10.767 -19.099 23.333 -0.02 -0.04 -0.08 0.09
H -11.892 -20.289 22.614 0.23 0.08 -0.13 0.09
H -10.873 -18.916 26.099 0.00 0.01 0.01 0.12
O -22.290 -19.953 24.429 -0.07 -0.24 -0.21 -0.03
H -22.677 -20.661 23.899 -0.02 -0.09 0.10 0.06
H -22.991 -19.666 25.024 0.13 0.22 0.07 0.06
O -18.246 -17.512 26.679 0.09 0.03 -0.06 -0.07
H -18.327 -18.326 26.157 -0.12 0.12 -0.02 0.01
H -17.812 -17.795 27.499 -0.09 -0.05 -0.01 0.01
C -22.639 -20.166 28.363 0.50 -0.16 0.70 -0.05
C -23.483 -19.366 29.360 0.45 -0.33 -0.54 -0.48
C -22.822 -18.052 29.747 -0.65 0.43 -0.26 -0.05
O -24.797 -19.190 28.833 -0.03 0.16 0.15 -0.05
H -22.442 -19.693 27.399 -0.46 0.15 -0.02 0.06
H -23.116 -21.143 28.289 0.12 -0.05 -0.45 0.07
H -21.637 -20.304 28.789 -0.09 -0.15 0.06 0.08
H -23.590 -20.029 30.220 -0.26 0.24 0.17 0.14
H -23.582 -17.334 30.069 -0.01 -0.15 0.18 0.08
H -22.368 -17.611 28.856 0.28 -0.06 0.12 0.05
H -22.108 -18.150 30.561 0.22 -0.10 -0.15 0.08
H -24.754 -18.484 28.179 -0.01 -0.01 -0.02 0.09
C -20.615 -23.849 20.034 0.85 -0.17 0.33 -0.06
C -20.845 -23.959 21.550 -0.18 0.77 -0.49 -0.48
C -19.517 -24.038 22.295 -0.38 -0.64 0.15 -0.05
O -21.676 -22.884 21.973 -0.26 -0.09 0.42 -0.07
H -20.300 -24.826 19.657 -0.28 0.02 -0.19 0.08
H -19.765 -23.190 19.820 -0.17 0.20 0.05 0.07
H -21.491 -23.472 19.516 -0.14 -0.17 0.00 0.08
H -21.423 -24.873 21.707 0.00 0.03 0.27 0.13
H -19.613 -24.409 23.318 -0.24 -0.17 -0.09 0.06
H -18.991 -23.089 22.412 0.00 0.09 -0.62 0.08
H -18.962 -24.774 21.709 0.59 0.22 0.34 0.08
H -21.144 -22.107 22.200 0.20 0.04 -0.09 0.04
C -17.297 -20.862 30.218 0.17 -0.08 0.14 -0.05
C -18.002 -19.546 29.903 0.10 -0.50 0.39 -0.47
C -18.211 -18.733 31.166 -0.05 -0.11 0.57 -0.06
O -17.209 -18.823 28.952 -0.24 -0.09 0.13 -0.08
H -17.701 -21.375 31.093 -0.14 0.17 0.02 0.09
H -16.248 -20.633 30.430 0.01 -0.13 0.06 0.08
H -17.319 -21.576 29.396 -0.07 0.16 -0.14 0.06
H -18.973 -19.775 29.462 0.09 0.34 -0.40 0.13
H -17.343 -18.807 31.830 0.13 0.16 -0.20 0.08
H -19.034 -19.139 31.760 -0.08 0.01 -0.15 0.08
H -18.419 -17.682 30.968 -0.03 -0.03 -0.14 0.08
H -16.381 -18.630 29.407 0.10 0.08 -0.20 0.10
C -22.005 -19.396 20.754 -0.30 -0.42 0.76 -0.04
C -20.549 -19.798 21.071 -0.73 1.40 -0.49 -0.45
C -19.620 -18.591 20.937 0.03 -0.16 -0.27 -0.05
O -20.446 -20.324 22.392 0.08 -0.46 -0.15 -0.09
H -22.257 -19.576 19.711 0.00 0.23 -0.06 0.08
H -22.263 -18.380 21.060 0.33 0.16 -0.28 0.08
H -22.682 -20.007 21.363 0.08 -0.28 -0.30 0.07
H -20.304 -20.551 20.323 0.42 -0.42 0.51 0.13
H -20.085 -17.698 21.357 0.07 -0.06 0.25 0.07
H -19.417 -18.353 19.890 0.02 -0.12 -0.01 0.08
H -18.679 -18.795 21.446 0.04 0.07 -0.05 0.08
H -21.006 -19.786 22.969 -0.05 0.06 -0.05 0.05
C -17.304 -20.882 25.592 0.12 -0.01 0.25 -0.04
C -18.792 -20.966 25.299 0.10 -0.14 0.49 -0.44
C -19.474 -21.819 26.368 0.05 -0.04 -0.45 -0.03
O -19.364 -19.656 25.334 0.31 0.00 -0.25 -0.07
H -16.843 -21.862 25.452 -0.02 0.00 -0.07 0.09
H -17.136 -20.617 26.642 -0.05 0.13 -0.02 0.07
H -16.760 -20.165 24.977 -0.22 0.02 -0.12 0.06
H -18.943 -21.401 24.308 -0.05 0.03 -0.05 0.12
H -19.509 -21.264 27.306 0.09 -0.01 0.03 0.08
H -18.921 -22.749 26.507 -0.16 -0.08 0.08 0.09
H -20.493 -22.048 26.055 -0.01 -0.04 0.08 0.05
H -20.135 -19.642 24.759 -0.16 0.04 0.19 0.05
C -20.637 -15.387 27.425 -0.80 -0.68 0.33 -0.05
C -21.264 -15.927 26.143 1.14 0.44 -0.64 -0.48
C -20.430 -15.507 24.929 0.11 0.30 -0.24 -0.06
O -21.350 -17.345 26.179 -0.54 -0.19 0.09 -0.07
H -19.589 -15.678 27.457 0.16 0.50 -0.08 0.06
H -21.099 -15.908 28.270 -0.08 0.12 -0.01 0.06
H -20.863 -14.330 27.557 0.49 0.12 -0.09 0.08
H -22.252 -15.490 25.987 -0.29 -0.49 0.26 0.13
H -20.803 -15.947 24.001 -0.15 -0.08 0.11 0.07
H -19.382 -15.799 25.033 -0.05 -0.12 0.17 0.07
H -20.443 -14.421 24.791 -0.05 -0.02 0.11 0.08
H -20.454 -17.691 26.313 0.08 0.12 0.08 0.05
C -22.040 -24.346 25.269 -0.30 0.41 -1.73 -0.07
C -22.799 -24.352 26.574 -0.36 -0.07 0.03 -0.50
C -23.270 -25.744 26.945 -0.56 -0.30 0.65 -0.06
O -22.118 -23.789 27.687 0.32 -0.21 0.06 -0.05
H -21.881 -23.371 24.789 0.20 0.27 0.73 0.06
H -22.699 -24.747 24.485 -0.03 -0.43 0.29 0.09
H -21.099 -24.886 25.167 -0.01 -0.16 0.65 0.08
H -23.721 -23.771 26.433 0.06 0.06 -0.22 0.14
H -23.871 -26.177 26.145 0.20 0.03 -0.17 0.08
H -23.949 -25.693 27.803 0.12 0.16 0.00 0.08
H -22.498 -26.457 27.238 0.31 0.22 -0.26 0.08
H -21.877 -22.882 27.477 0.02 -0.01 -0.04 0.04

Record 2
20
Properties=species:S:1:pos:R:3:forces:R:3:nbo_charge:R:1 method="wB97M-V/def2-TZVPD" total_energy_ev=-8826.2651 smiles=CNCCNCN gap_ev=8.76 largest_force_ev_per_a=4.2
C 0.202 -0.176 -0.788 -1.92 -1.78 -1.31 -0.25
N 0.026 1.178 -0.375 -0.33 1.65 1.63 -0.64
C -1.346 1.648 -0.165 -0.30 -1.02 -0.92 -0.05
N -2.156 1.418 -1.452 -0.50 1.71 0.43 -0.89
C 1.438 -0.967 -0.465 1.73 2.26 2.63 -0.20
N 1.284 -1.677 0.826 0.76 -3.74 1.09 -0.71
C 0.946 -1.366 2.330 1.72 2.75 -2.60 -0.40
H -0.591 -0.900 -0.412 0.25 1.42 -0.19 0.18
H 0.075 -0.208 -1.854 -0.14 -0.17 -1.00 0.18
H 0.419 1.853 -1.013 0.53 -0.33 -0.31 0.36
H -1.353 2.714 0.235 -0.06 -1.36 -0.92 0.20
H -1.756 0.974 0.581 -0.20 0.22 0.41 0.17
H -2.872 2.144 -1.681 1.13 -0.50 0.57 0.36
H -2.711 0.575 -1.411 0.24 -0.27 0.29 0.36
H 2.290 -0.181 -0.323 -0.96 -1.47 -0.59 0.18
H 1.681 -1.702 -1.275 -0.16 0.64 0.95 0.21
H 0.989 -2.677 0.632 0.54 1.92 0.50 0.35
H -0.060 -1.497 2.278 -3.50 0.90 0.35 0.18
H 1.259 -0.289 2.657 -0.63 -2.13 -0.76 0.21
H 1.111 -2.085 3.116 1.79 -0.69 -0.27 0.20

Record 3
12
Properties=species:S:1:pos:R:3:forces:R:3:nbo_charge:R:1 method="wB97M-V/def2-TZVPD" total_energy_ev=-15728.8607 gap_ev=6.17 largest_force_ev_per_a=5.9
C 1.063 1.479 0.185 -0.02 1.37 -1.84 0.68
O 0.561 2.586 0.067 -0.18 -0.70 0.52 -0.60
O 2.286 1.186 0.325 -3.52 3.19 2.66 -0.94
C 0.146 0.242 -0.123 0.26 0.43 1.51 0.73
O 0.568 -0.902 -0.151 -0.08 -0.94 -0.09 -0.78
O -1.118 0.539 -0.126 -0.41 0.15 -0.14 -0.44
C -2.062 -0.536 -0.036 -0.05 -0.27 -0.28 -0.27
H -1.912 -1.079 0.904 -0.05 0.13 -0.20 0.19
H -3.048 -0.068 -0.062 0.26 -0.11 0.02 0.21
H -1.934 -1.220 -0.883 -0.10 0.14 0.22 0.20
Hg 3.581 -0.068 -0.417 3.72 -4.07 -1.97 0.17
Li 1.869 -2.160 0.317 0.17 0.69 -0.40 0.84

Record 4
18
Properties=species:S:1:pos:R:3:forces:R:3:nbo_charge:R:1 method="wB97M-V/def2-TZVPD" total_energy_ev=-9346.7965 gap_ev=9.82 largest_force_ev_per_a=1.3 charge=+1
C 0.832 -0.884 0.267 0.30 -0.46 0.35 -0.23
C 1.447 -2.037 0.559 0.53 0.05 -0.25 0.06
N 2.618 -2.463 -0.019 -0.39 -0.13 -0.24 -0.76
N -0.431 -0.560 0.941 0.21 1.18 0.45 -0.69
H 1.288 -0.078 -0.281 -0.31 0.00 -0.34 0.24
H 1.127 -2.691 1.364 -0.46 -0.06 -0.17 0.21
H 2.690 -3.468 -0.097 0.19 0.01 0.33 0.40
H 2.841 -2.050 -0.912 0.10 0.23 0.05 0.39
H -1.258 -0.799 0.402 -0.09 -0.43 -0.04 0.43
H -0.484 0.489 1.035 0.39 -0.49 -0.06 0.47
H -0.470 -0.979 1.872 -0.23 -0.01 -0.10 0.44
O 0.032 2.125 0.347 -0.32 -0.34 0.14 -0.58
C -0.880 2.637 -0.268 -0.05 0.48 -0.19 0.48
C -1.879 1.901 -1.101 -0.14 -0.37 0.22 -0.74
H -0.999 3.728 -0.229 0.03 0.10 0.02 0.15
H -2.221 2.493 -1.946 0.13 0.03 -0.08 0.27
H -2.776 1.695 -0.503 0.06 0.15 0.07 0.26
H -1.478 0.942 -1.431 0.04 0.05 -0.15 0.22